Record 1
Here is 8 unconnected molecules or ions with the total composition C21H54N3O13PS in a non-equilibrium geometry from the Open Molecules 2025 dataset. Energies are from ωB97M-V with the def2-TZVPD basis set.

Values from the calculation:
Gap between HOMO and LUMO (eV): 6.83
HOMO level (eV): -7.280
Net charge: 0
Lowest unoccupied orbital energy (hartree): -0.0164
Structure (SMILES): C=C[C@@]1(CCN(CC)C(C)=O)[C@@H](CC(C)C)[C@](C)(P(CC)CC)[C@](N)(ON=O)OS1(=O)=O.O.O.O.O.O.O.O

Last column: Mulliken charge in e.
Atoms and positions in Å:
C -3.462 -1.126 -1.080  -1.285
C -2.503 -1.033 -0.117  -1.131
C -1.905 0.212 0.470  2.604
C -1.746 0.150 2.024  -1.736
C -1.474 -1.256 2.560  0.279
N -1.119 -1.148 3.988  0.414
C -0.022 -2.054 4.377  -0.593
C -0.206 -3.553 4.098  -0.667
C -2.271 -1.209 4.844  0.544
C -3.065 -2.490 5.035  -1.008
O -2.629 -0.206 5.447  -0.594
C -0.558 0.706 -0.170  -3.296
C 0.680 -0.174 0.158  -1.281
C 1.058 -1.388 -0.707  2.726
C 0.215 -2.664 -0.566  -1.763
C 2.480 -1.817 -0.251  -1.758
C -0.642 1.254 -1.651  3.678
C -1.031 0.176 -2.700  -1.833
P 0.998 2.136 -1.982  -0.128
C 0.980 3.421 -3.285  -0.437
C 0.730 3.018 -4.766  -1.255
C 2.405 1.046 -2.402  0.609
C 2.343 0.148 -3.664  -1.736
C -1.729 2.368 -1.788  -1.456
N -1.977 2.673 -3.167  -0.001
O -1.249 3.498 -1.102  -0.255
N -2.207 4.554 -1.025  0.005
O -1.705 5.559 -1.325  -0.295
O -3.019 1.959 -1.259  -0.590
S -3.087 1.584 0.295  1.624
O -2.700 2.650 1.170  -0.699
O -4.424 1.136 0.547  -0.779
H -3.237 -1.770 -1.928  0.283
H -4.431 -0.656 -0.989  0.378
H -2.174 -1.984 0.287  0.485
H -2.644 0.508 2.520  0.728
H -0.921 0.798 2.306  0.112
H -2.409 -1.824 2.486  0.434
H -0.663 -1.780 2.069  -0.577
H 0.849 -1.720 3.809  0.253
H 0.213 -1.857 5.422  0.444
H -0.832 -3.985 4.872  0.174
H 0.774 -4.010 4.171  0.343
H -0.602 -3.775 3.115  0.190
H -2.553 -3.080 5.797  0.310
H -4.035 -2.243 5.449  0.393
H -3.137 -3.103 4.141  0.086
H -0.375 1.627 0.391  0.956
H 0.619 -0.518 1.190  0.823
H 1.549 0.479 0.169  0.328
H 1.147 -1.189 -1.769  -0.936
H -0.668 -2.657 -1.201  0.269
H 0.823 -3.484 -0.957  0.618
H -0.017 -2.930 0.463  0.053
H 2.895 -2.421 -1.059  0.360
H 2.423 -2.474 0.618  0.581
H 3.126 -0.965 -0.056  0.041
H -2.092 0.177 -2.945  0.544
H -0.792 -0.839 -2.409  0.249
H -0.531 0.409 -3.636  0.361
H 1.964 3.887 -3.237  0.678
H 0.278 4.214 -3.050  0.281
H 0.523 1.963 -4.917  0.293
H -0.134 3.562 -5.144  0.275
H 1.563 3.280 -5.418  0.300
H 3.203 1.762 -2.620  0.281
H 2.776 0.489 -1.552  0.052
H 3.247 -0.460 -3.627  0.487
H 1.522 -0.559 -3.657  0.242
H 2.418 0.728 -4.578  0.328
H -2.322 3.622 -3.262  0.369
H -2.730 2.086 -3.503  0.290
O 2.013 2.461 1.713  -0.573
H 1.395 2.860 1.088  0.259
H 2.098 3.101 2.427  0.293
O 1.485 -4.968 6.142  -0.602
H 1.699 -5.890 6.318  0.295
H 0.938 -4.707 6.889  0.303
O 4.664 2.993 -1.800  -0.602
H 5.049 2.793 -0.937  0.276
H 5.378 2.833 -2.425  0.275
O -2.242 -5.375 2.615  -0.585
H -2.639 -5.763 1.828  0.290
H -2.988 -5.228 3.206  0.299
O 4.885 1.165 0.351  -0.628
H 5.041 0.263 0.645  0.261
H 4.250 1.518 0.990  0.306
O 3.033 -2.872 -3.768  -0.572
H 3.977 -3.000 -3.903  0.288
H 2.719 -3.733 -3.471  0.283
O -1.042 8.257 -2.815  -0.617
H -1.339 7.464 -2.359  0.379
H -0.144 8.391 -2.498  0.307

Record 2
Here is C5H3ClFN in the gas phase in a non-equilibrium geometry from the Open Molecules 2025 dataset. Energies are from ωB97M-V with the def2-TZVPD basis set.

Values from the calculation:
Gap between HOMO and LUMO (eV): 10.18
HOMO level (eV): -10.765
Net charge: 0
Lowest unoccupied orbital energy (hartree): -0.0216
Structure (SMILES): C[C@@](F)(Cl)C#CC#N

Last column: Mulliken charge in e.
Atoms and positions in Å:
C -1.428 1.046 -0.487  -0.959
C -0.917 -0.045 0.490  0.775
F -0.999 0.413 1.835  -0.236
Cl -1.852 -1.564 0.251  -0.136
C 0.643 -0.240 0.268  -0.148
C 1.885 -0.525 0.013  0.317
C 3.143 -1.142 -0.209  -0.090
N 4.201 -1.753 -0.050  -0.407
H -0.878 0.804 -1.453  0.324
H -2.737 0.852 -0.682  0.292
H -1.061 2.155 0.024  0.269

Record 3
Here is a molecular structure, C29H23N4ReSe in a non-equilibrium geometry from the Open Molecules 2025 dataset. Energies are from ωB97M-V with the def2-TZVPD basis set.

Values from the calculation:
2S+1: 4
Gap between HOMO and LUMO (alpha / beta) (eV): 6.65 / 5.86
HOMO level (alpha / beta) (eV): -11.096 / -11.247
Net charge: +1
Lowest unoccupied orbital energy (alpha / beta) (hartree): -0.1632 / -0.1979

Last column: Mulliken charge in e.
Atoms and positions in Å:
Re 0.186 -0.090 -0.175  1.061
C -0.889 4.600 -2.896  -0.496
C -0.677 3.255 -3.159  -1.162
C -0.483 2.374 -2.117  0.111
C -0.463 2.834 -0.796  0.207
C -0.702 4.187 -0.535  -0.372
C -0.921 5.055 -1.586  -0.680
N -0.237 1.919 0.237  1.098
N -0.287 2.370 1.424  -0.757
C -0.223 1.409 2.373  0.292
C -0.337 1.730 3.729  -0.420
C -0.415 0.708 4.647  -0.611
C -0.365 -0.620 4.226  -0.650
C -0.199 -0.944 2.886  -0.630
C -0.121 0.054 1.922  0.420
H -1.024 5.290 -3.712  0.428
H -0.667 2.894 -4.176  0.417
H -0.360 1.311 -2.328  0.453
H -0.716 4.529 0.487  0.452
H -1.117 6.096 -1.383  0.415
H -0.391 2.763 4.027  0.518
H -0.520 0.934 5.695  0.406
H -0.457 -1.409 4.958  0.434
H -0.148 -1.982 2.580  0.496
N 0.568 -2.066 -1.143  -0.499
C -0.167 -3.253 -0.781  0.630
C 0.498 -4.469 -0.725  -0.911
C -0.188 -5.624 -0.397  -0.680
C -1.538 -5.551 -0.096  -0.807
C -2.196 -4.339 -0.158  -0.877
C -1.540 -3.166 -0.539  0.556
C -2.327 -1.922 -0.661  0.149
C -3.631 -2.073 -1.146  -0.823
C -4.539 -1.035 -1.132  -0.782
C -4.159 0.188 -0.601  -0.964
C -2.850 0.379 -0.202  -0.406
C -1.884 -0.637 -0.265  0.745
H 1.569 -2.287 -1.115  0.367
H 0.343 -1.834 -2.122  0.414
H 1.555 -4.519 -0.954  0.398
H 0.325 -6.571 -0.377  0.413
H -2.080 -6.441 0.182  0.424
H -3.242 -4.283 0.094  0.630
H -3.932 -3.032 -1.539  0.640
H -5.536 -1.176 -1.516  0.414
H -4.867 0.996 -0.500  0.435
H -2.580 1.352 0.187  0.363
Se 2.320 0.551 -1.460  -0.181
C 3.925 0.832 -0.511  0.448
C 5.090 0.234 -0.978  -0.499
C 6.284 0.606 -0.385  -0.360
N 6.344 1.489 0.589  -0.538
C 5.238 2.028 1.059  -0.529
C 3.986 1.725 0.552  -0.073
H 5.077 -0.485 -1.786  0.384
H 7.224 0.189 -0.719  0.356
H 5.352 2.741 1.863  0.365
H 3.096 2.188 0.955  0.369

Record 4
Here is a molecular structure, C3H4N2O from the Open Molecules 2025 dataset. Energies are from ωB97M-V with the def2-TZVPD basis set.

Values from the calculation:
Gap between HOMO and LUMO (alpha / beta) (eV): 8.83 / 8.83
HOMO level (alpha / beta) (eV): -8.735 / -8.736
Net charge: 0
Lowest unoccupied orbital energy (alpha / beta) (hartree): 0.0033 / 0.0033

Last column: Mulliken charge in e.
Atoms and positions in Å:
N 1.490 -0.191 -0.152  -0.383
C 0.227 0.175 -0.308  0.402
C -0.452 1.270 0.336  -0.263
N -1.323 0.516 0.862  -0.461
C -0.894 -0.878 -0.348  0.161
O -0.685 -2.015 0.060  -0.637
H 1.716 -1.161 -0.340  0.249
H 2.175 0.358 0.347  0.226
H -0.202 2.309 0.539  0.361
H -1.704 -0.616 -1.050  0.345

Record 5
Here is 2 unconnected molecules or ions with the total composition C5H9F3N2O in a non-equilibrium geometry from the Open Molecules 2025 dataset. Energies are from ωB97M-V with the def2-TZVPD basis set.

Values from the calculation:
Gap between HOMO and LUMO (alpha / beta) (eV): 6.11 / 8.37
HOMO level (alpha / beta) (eV): -7.046 / -8.703
Net charge: 0
Lowest unoccupied orbital energy (alpha / beta) (hartree): -0.0343 / -0.0122

Last column: Mulliken charge in e.
Atoms and positions in Å:
C -0.746 -0.796 1.082  0.486
C 0.886 -1.074 -1.970  -1.169
C 0.781 0.063 -0.993  -0.439
C 0.494 -0.389 0.337  0.335
C -0.940 2.039 0.987  0.412
N -1.798 -1.014 0.305  -0.327
N 1.591 -0.396 1.116  -0.435
O -0.617 -1.032 2.261  -0.665
F -2.005 2.057 0.111  -0.275
F -0.193 3.036 0.446  -0.254
F -1.342 2.419 2.192  -0.242
H -0.058 -1.486 -2.331  0.319
H 1.519 -1.932 -1.694  0.341
H 1.382 -0.536 -2.847  0.316
H 0.030 0.749 -1.379  0.222
H 1.832 0.520 -1.059  0.374
H -1.972 -0.633 -0.545  0.204
H -2.647 -1.326 0.811  0.275
H 2.474 0.079 1.077  0.241
H 1.328 -0.348 2.094  0.280

Record 6
Here is C4H4O in the gas phase in a non-equilibrium geometry from the Open Molecules 2025 dataset. Energies are from ωB97M-V with the def2-TZVPD basis set.

Values from the calculation:
Gap between HOMO and LUMO (eV): 10.89
HOMO level (eV): -9.944
Net charge: 0
Lowest unoccupied orbital energy (hartree): 0.0348
Structure (SMILES): C#C[C@@H]1CO1

Last column: Mulliken charge in e.
Atoms and positions in Å:
C 0.269 0.444 2.267  -0.117
C 0.282 0.219 1.016  -0.411
C 0.215 0.380 -0.482  0.110
C -0.734 -0.018 -1.346  -0.228
O 0.079 -1.027 -0.955  -0.399
H 0.616 0.716 3.322  0.339
H 0.971 1.167 -0.954  0.227
H -1.622 -0.103 -0.930  0.270
H -0.781 0.284 -2.528  0.209